12
Properties=species:S:1:pos:R:3:forces:R:3 method="wB97M-V/def2-TZVPD" multiplicity=1 total_energy_ev=-29871.4062 e_above_lowest_kcal_mol=63.1 orbital_gap_ev=9.0355
C 0.472726 0.788727 0.168103 -0.413 -0.233 0.975
C -0.641853 0.078423 -0.503039 -0.042 0.959 -1.996
C -0.699054 0.382085 -2.030005 -1.490 -1.966 1.772
H 2.894257 -1.022978 1.823185 -0.348 -0.215 -0.421
H 0.347848 1.875072 0.176001 0.151 -0.097 -0.141
H -1.412938 -0.318333 -2.549422 0.322 0.552 0.019
H -0.883610 -0.365909 2.219946 0.340 0.152 -0.143
N 1.452907 0.336699 0.824659 0.567 0.182 0.060
N -1.647988 -0.548575 -0.060057 0.736 -0.990 0.737
O -0.048333 1.224117 -2.532075 0.927 1.165 -0.955
S 1.899207 -1.288751 0.934257 -0.034 0.339 0.319
S -1.733171 -1.140578 1.528448 -0.716 0.152 -0.226

---

59
Properties=species:S:1:pos:R:3:forces:R:3 method="wB97M-V/def2-TZVPD" charge=-2 multiplicity=1 total_energy_ev=-58144.3515 e_above_lowest_kcal_mol=22.9 orbital_gap_ev=6.4899
Cs -0.224429 -0.512068 1.927330 -0.382 0.124 -0.247
O 2.468952 -0.464903 2.791493 0.227 -0.094 0.085
C 2.778235 0.019069 1.680529 0.319 0.022 -0.022
O 2.511249 1.164360 1.253163 -0.083 -0.025 -0.017
C 3.510222 -0.917265 0.718100 -0.013 0.041 -0.016
C 4.847623 -0.816725 0.511586 0.011 -0.003 -0.003
C 5.512526 -1.675864 -0.400567 -0.051 0.003 -0.034
C 4.802297 -2.621354 -1.113824 0.044 0.028 0.024
C 3.447243 -2.746449 -0.899839 0.107 -0.150 0.047
C 2.693540 -1.896248 0.003412 0.007 -0.084 -0.057
O 1.457109 -1.931840 0.107605 0.120 -0.018 0.004
N 2.755168 -3.727761 -1.708740 -0.419 0.453 -0.156
O 3.151001 -3.906416 -2.863698 0.172 -0.160 0.018
O 1.774470 -4.284474 -1.255161 0.174 -0.153 0.058
N 6.922599 -1.573717 -0.592802 0.025 -0.046 0.063
O 7.480635 -2.347159 -1.372059 0.003 0.027 -0.024
O 7.542095 -0.718930 0.035861 0.005 0.014 -0.028
H 5.426266 -0.069787 1.037684 -0.003 0.000 0.003
H 5.302636 -3.256942 -1.827841 -0.006 -0.014 -0.010
N -1.154928 3.112163 0.365766 -0.113 0.044 0.070
C -1.807882 4.067233 1.257246 -0.046 -0.076 0.036
C -2.655243 3.311449 2.271016 -0.029 0.013 -0.078
N -3.724936 2.564314 1.620121 0.092 0.053 -0.097
H -0.516132 2.529399 0.892526 0.174 -0.034 -0.051
H -0.595676 3.554150 -0.352175 0.015 -0.027 0.007
H -2.459617 4.706140 0.654021 -0.018 0.001 0.018
H -1.101983 4.715390 1.796637 0.010 0.011 -0.001
H -3.094205 4.022978 2.976231 0.003 0.008 -0.005
H -1.987695 2.662419 2.860827 0.033 0.000 0.024
H -4.118541 1.925453 2.311021 -0.044 0.039 0.011
H -3.294255 1.967311 0.919968 -0.020 0.002 -0.030
C -4.261380 -1.690579 -2.135564 -0.034 0.007 0.003
C -3.237298 -0.679924 -1.661932 -0.022 -0.063 -0.055
O -2.840155 -0.647708 -0.517215 0.100 0.023 0.113
N -2.804244 0.188909 -2.616818 -0.047 0.015 0.023
C -1.775825 1.165555 -2.323468 -0.003 -0.015 0.009
C -0.359905 0.643316 -2.436968 0.019 -0.039 0.038
C -0.011487 -0.412782 -3.267703 0.004 -0.012 0.013
C 1.319649 -0.796154 -3.336429 -0.007 -0.020 -0.029
C 2.250700 -0.115445 -2.573436 0.008 -0.023 0.018
C 1.803987 0.896438 -1.735037 -0.050 0.059 -0.029
N 0.528146 1.280201 -1.676022 0.093 0.067 -0.050
H -4.593693 -2.268154 -1.278176 0.000 -0.001 -0.006
H -3.816635 -2.362294 -2.871501 0.007 -0.012 -0.009
H -5.116923 -1.190708 -2.593541 0.007 -0.012 -0.008
H -3.113597 0.050991 -3.561474 -0.001 0.017 -0.019
H -1.913599 1.535828 -1.307765 -0.006 0.020 -0.018
H -1.910724 2.018262 -2.993913 0.019 -0.005 -0.017
H -0.770456 -0.943357 -3.828525 -0.002 -0.002 -0.004
H 1.622640 -1.634084 -3.952985 0.007 0.003 0.001
H 3.294825 -0.399522 -2.576672 -0.006 0.006 0.015
H 2.474476 1.385519 -1.038960 0.024 0.018 -0.002
F -3.468978 0.198278 6.510185 0.001 -0.008 -0.015
C -3.471339 -0.681627 5.483950 -0.035 -0.011 0.035
F -2.417329 -1.493346 5.681724 -0.015 0.010 -0.022
F -4.579044 -1.451205 5.649395 0.035 0.023 -0.018
C -3.483458 0.032028 4.083938 0.002 -0.115 0.098
O -4.337330 0.923301 4.004093 -0.034 -0.055 0.057
O -2.659366 -0.405665 3.265383 -0.379 0.128 0.291

---

79
Properties=species:S:1:pos:R:3:forces:R:3 method="wB97M-V/def2-TZVPD" charge=+2 multiplicity=1 total_energy_ev=-65082.2815 orbital_gap_ev="5.3970 / 5.3992"
Pb 0.152338 -0.022805 -0.064251 -0.232 -0.053 0.253
C -1.705466 1.579116 0.122349 -0.773 -1.032 1.228
C -2.102816 0.636429 -0.951157 0.437 -0.350 2.083
C -1.935272 -0.574216 1.091508 -1.198 0.839 -1.834
C -1.682149 0.839421 1.387015 -0.766 -0.004 -2.245
C -2.239970 -0.711871 -0.352841 0.106 1.251 2.211
C -1.725495 3.082640 -0.020980 -0.039 0.556 -0.205
H -1.394402 3.460693 -1.013965 -0.198 -0.485 0.523
H -1.117523 3.626633 0.728912 -0.341 -0.502 -0.277
H -2.768463 3.449653 0.110428 0.556 -0.237 -0.060
C -1.649608 1.426523 2.731929 0.111 0.373 1.331
H -1.444099 2.507350 2.746413 -0.168 -0.390 -0.197
H -0.920410 0.955090 3.405827 -0.572 0.201 -0.385
H -2.628052 1.284171 3.216412 0.117 0.055 -0.245
C -2.140168 -1.648751 2.098580 -0.258 -0.739 0.592
H -3.220747 -1.750018 2.344822 0.517 0.129 -0.237
H -1.636711 -1.447168 3.052109 -0.442 0.194 -0.537
H -1.807036 -2.666095 1.788294 -0.199 0.778 -0.027
C -3.067323 -1.851350 -0.836233 -0.603 -0.866 -0.545
H -4.122472 -1.607909 -0.597180 0.378 -0.068 -0.094
H -2.868957 -2.805905 -0.309548 0.007 0.677 -0.134
H -3.060326 -2.092569 -1.917605 0.290 0.437 0.475
C -2.869753 1.150586 -2.079158 -0.430 0.372 -1.431
H -3.807510 1.564336 -1.660274 0.275 -0.114 -0.006
H -3.180353 0.393880 -2.804356 0.249 0.053 0.099
H -2.401517 1.993175 -2.619686 -0.070 -0.426 0.249
C 1.573721 0.397294 -3.425466 -1.872 2.133 -0.099
C 0.528989 1.290628 -3.578260 2.195 -1.282 0.581
C -0.041182 1.619177 -4.913913 -0.095 0.980 -0.302
C -0.919831 0.465423 -5.472810 -0.260 -0.033 -0.502
C -0.968404 -0.753821 -4.589148 -0.272 -1.288 -0.558
C 0.073238 -1.604812 -4.503166 -1.199 -0.582 -0.413
C 1.366269 -1.378574 -5.218837 0.183 -0.353 -0.519
C 2.235898 -0.261560 -4.581889 1.015 -0.210 -0.149
H 0.761745 1.853345 -5.632417 -0.232 -0.150 0.260
H -0.494009 0.174442 -6.449371 -0.109 -0.032 0.376
H -0.638134 2.553018 -4.834154 0.305 -0.577 -0.065
H 2.506470 0.476002 -5.352603 -0.136 -0.158 0.262
H 1.953582 0.054542 -2.462333 -0.201 0.394 0.294
H 0.006801 1.781146 -2.754858 0.365 -0.330 0.288
H 3.197854 -0.692770 -4.238580 -0.467 0.212 -0.212
H 1.924105 -2.327711 -5.302172 -0.147 0.450 0.213
H -0.070088 -2.616611 -4.080497 -0.040 0.707 0.128
H 1.162987 -1.096736 -6.265581 -0.056 -0.048 0.332
H -1.932153 0.820316 -5.734273 0.383 -0.108 0.423
H -1.959560 -1.071267 -4.208418 0.737 0.249 -0.016
P 1.768343 1.815497 0.624114 0.973 0.867 0.914
C 1.389465 2.594355 2.174968 -0.485 0.733 1.221
H 2.270168 3.206646 2.404389 -0.055 0.042 -0.249
H 1.247955 1.935976 3.032324 0.185 0.439 -0.680
H 0.523188 3.264550 2.125560 0.249 -0.155 -0.250
C 3.429450 1.236451 0.840600 1.441 -0.632 0.001
H 3.985494 2.092414 1.262324 -0.150 -0.257 -0.213
H 3.924414 0.948749 -0.101378 -0.302 0.200 0.187
H 3.534468 0.398442 1.544367 -0.253 0.440 -0.237
C 1.955886 3.258778 -0.378205 0.043 1.211 -1.469
H 2.453243 3.071356 -1.342691 -0.247 -0.086 0.273
H 2.616009 3.935980 0.201782 -0.312 -0.381 -0.214
H 1.018297 3.811245 -0.575411 0.378 -0.435 0.173
P 0.995723 -2.383863 -0.232524 0.793 -1.488 1.148
C -0.197452 -3.635729 -0.634227 -1.398 -1.177 -1.250
H 0.407632 -4.479472 -1.015403 -0.304 0.236 0.053
H -0.991387 -3.425121 -1.358733 0.501 0.151 -0.094
H -0.714091 -4.004858 0.281046 0.576 0.516 -0.483
C 2.615867 -2.612455 -0.923120 1.423 -0.478 -1.622
H 2.598518 -2.799546 -2.007454 0.042 0.293 0.209
H 3.032055 -3.531403 -0.460498 -0.284 0.516 -0.256
H 3.349246 -1.803058 -0.714772 -0.755 -0.286 -0.024
C 1.388147 -3.174399 1.299595 0.376 -0.623 1.603
H 1.596295 -4.220232 1.043898 -0.181 0.108 -0.174
H 0.572739 -3.179685 2.017421 0.061 -0.050 -0.324
H 2.276444 -2.776922 1.776382 -0.087 -0.339 -0.170
F 0.869057 0.382506 3.450807 0.658 -2.380 -0.588
C 0.814038 -0.881269 2.708798 -0.384 1.884 -0.620
F 2.213127 -0.988410 2.251617 -1.381 0.333 1.645
C 0.444631 -1.784016 3.956285 2.098 1.040 2.217
F 1.634885 -1.927999 4.600755 -0.583 -0.484 0.057
F -0.362854 -1.067432 4.807533 0.356 -0.911 -1.098
F -0.108038 -2.999083 3.864333 0.158 0.531 -0.595

---

15
Properties=species:S:1:pos:R:3:forces:R:3 method="wB97M-V/def2-TZVPD" multiplicity=1 total_energy_ev=-14615.0228 e_above_lowest_kcal_mol=76.0 orbital_gap_ev=8.5903
C 2.023222 -0.206347 -0.386981 -2.660 -1.976 2.496
C 1.311402 -1.030384 0.378346 2.103 0.489 -1.227
C 0.750223 0.278304 0.131991 -1.740 0.976 -2.467
C 0.634629 1.397643 1.151777 -1.739 0.739 -0.277
C -2.154477 -0.608713 -0.460346 1.216 0.543 -1.082
P -0.882107 0.438367 -1.519869 0.875 -1.053 2.603
H 2.857847 -0.074019 -0.955328 1.973 0.504 -1.339
H 1.371561 -2.005045 0.817306 -0.485 -0.135 0.224
H 1.564605 2.061741 1.143689 -1.478 -0.766 0.094
H 0.459905 0.923198 2.153043 0.322 0.703 -0.685
H -0.360017 1.964259 0.858197 2.220 -0.569 0.907
H -3.115009 -0.456936 -0.932463 -0.450 0.179 0.384
H -2.099672 -0.337968 0.609954 -0.232 -0.147 -0.686
H -1.888676 -1.646478 -0.655009 0.010 -0.051 0.515
H -0.473435 -0.697623 -2.334306 0.066 0.564 0.541

---

68
Properties=species:S:1:pos:R:3:forces:R:3 method="wB97M-V/def2-TZVPD" charge=+3 s_squared=6.092 multiplicity=5 total_energy_ev=-57766.1409 e_above_lowest_kcal_mol=0.0 orbital_gap_ev="8.2347 / 5.8530"
Ru -0.171050 -0.455574 0.184086 0.221 -0.074 -0.146
O -1.727230 1.023929 1.255369 0.091 -0.003 0.074
C -2.139632 2.157833 1.051932 -0.103 -0.092 0.148
C -1.714349 3.011152 -0.042429 -0.042 0.151 -0.034
C -2.264330 4.261869 -0.154762 0.001 -0.066 0.025
C -1.847061 5.106611 -1.195119 0.092 0.056 -0.049
C -0.888240 4.736417 -2.134863 -0.002 0.010 -0.020
C -0.316481 3.494358 -2.032583 0.061 0.061 -0.078
C -0.698256 2.580164 -0.983006 0.077 -0.086 0.007
O -0.134823 1.455857 -0.917055 -0.072 0.137 -0.090
N -2.456443 6.459797 -1.280007 -0.124 -0.139 -0.076
O -2.246067 7.072891 -2.294380 0.055 0.053 0.013
O -3.119839 6.794291 -0.326973 0.024 0.055 0.038
H -2.888911 2.588455 1.731343 0.006 -0.033 0.013
H -3.010882 4.639661 0.534810 0.005 -0.060 0.039
H -0.621295 5.434868 -2.917471 0.015 -0.010 -0.002
H 0.438062 3.162046 -2.733315 0.004 0.022 -0.010
N -2.046675 -3.215605 -1.325949 0.030 0.020 0.002
C -1.031187 -3.967397 -2.185787 -0.048 0.038 0.008
C 0.086675 -4.513335 -1.309366 0.020 -0.007 -0.011
C 1.168876 -3.509550 -0.905503 -0.045 0.007 -0.016
N 0.725924 -2.604886 0.207674 -0.003 0.007 0.109
C 1.670090 -2.720605 -2.111382 0.059 -0.029 0.036
C 0.567975 -2.073999 -2.939264 -0.088 0.003 -0.024
N 0.024530 -0.875750 -2.232653 -0.018 0.013 -0.059
C -0.526556 -3.074646 -3.313110 0.012 -0.036 -0.016
H -2.412954 -3.815665 -0.582882 -0.004 0.000 -0.021
H -2.840782 -2.901262 -1.889211 0.014 0.008 0.006
H -1.607857 -2.399030 -0.886405 -0.031 -0.039 0.012
H -1.607522 -4.791805 -2.604859 0.021 -0.013 0.002
H 0.572290 -5.295912 -1.896861 0.019 0.015 0.003
H -0.315644 -5.030727 -0.432455 -0.014 0.010 0.004
H 2.000192 -4.101668 -0.519897 0.011 0.008 -0.015
H 1.544659 -2.431305 0.786395 -0.001 0.018 -0.030
H 0.101292 -3.104659 0.839228 -0.009 0.003 -0.016
H 2.222550 -3.407382 -2.756327 -0.009 -0.007 -0.002
H 2.397589 -1.966373 -1.798549 -0.010 0.001 0.019
H 1.006058 -1.733124 -3.880058 0.021 -0.013 0.009
H -0.694380 -0.444667 -2.813039 -0.044 -0.032 0.048
H 0.765195 -0.173135 -2.236763 -0.019 -0.006 -0.021
H -0.104365 -3.750867 -4.060294 0.006 0.008 0.005
H -1.357665 -2.579227 -3.824895 -0.010 0.015 0.020
C -1.034411 -0.504373 4.145087 -0.032 0.019 -0.007
S -2.129053 -1.266872 2.959560 0.042 -0.059 0.105
C -2.360123 -2.841376 3.769898 -0.039 0.056 -0.004
O -1.214896 -1.624498 1.750518 -0.146 -0.143 -0.058
H -1.600782 -0.327426 5.060329 -0.011 -0.010 -0.007
H -0.716966 0.450077 3.730862 0.004 0.009 -0.012
H -0.184541 -1.155760 4.343404 -0.004 -0.022 -0.020
H -2.887606 -2.656414 4.706807 -0.001 0.016 -0.006
H -1.398467 -3.314181 3.959940 0.023 0.019 -0.015
H -2.988988 -3.458757 3.132052 0.002 -0.001 -0.004
C 3.073686 2.275919 -0.559493 -0.046 -0.011 0.082
Si 2.476399 1.703651 1.117279 0.084 0.088 -0.020
C 1.292215 2.883212 1.962394 0.045 0.008 0.008
C 3.940507 1.373644 2.228803 -0.081 -0.088 0.003
C 1.678286 -0.037683 0.965283 0.061 0.124 0.243
H 3.698258 3.164266 -0.442296 -0.009 0.010 0.019
H 2.279334 2.526725 -1.261073 -0.029 -0.006 -0.001
H 3.706931 1.514183 -1.021319 0.000 -0.011 0.011
H 1.844167 3.767339 2.290364 0.027 -0.006 -0.017
H 0.867601 2.438283 2.866243 0.002 -0.024 -0.007
H 0.472710 3.244136 1.341311 0.015 -0.018 -0.041
H 4.506588 2.296168 2.376599 -0.023 0.035 -0.038
H 4.627767 0.641669 1.800342 -0.006 0.005 -0.020
H 3.646062 1.017922 3.218191 -0.026 0.002 -0.010
H 1.497440 -0.435434 1.978568 -0.001 0.015 0.001
H 2.406403 -0.716464 0.506980 -0.014 0.021 -0.086

---

18
Properties=species:S:1:pos:R:3:forces:R:3 method="wB97M-V/def2-TZVPD" charge=+1 smiles=Cc1c#[n+]c(C)c2ocnc12 multiplicity=1 total_energy_ev=-13425.1052 e_above_lowest_kcal_mol=79.1 orbital_gap_ev=7.1598
C -0.419493 -1.759000 0.174378 -0.671 3.059 -1.279
C -0.189962 2.560068 0.055881 -0.713 -4.324 -1.071
C -1.635906 -0.566138 -0.082885 4.989 -2.224 1.409
C -0.773472 0.521085 0.048058 1.130 -2.054 -0.527
C 0.719704 0.554245 0.082657 -1.169 -0.174 -0.870
C 1.571474 -0.548575 -0.041826 -0.528 0.746 0.897
C -3.079492 -0.748803 -0.054365 2.138 -1.623 -1.706
C 3.032014 -0.775862 -0.113124 1.377 4.120 3.999
N -1.214884 1.783792 -0.034743 -0.603 1.856 0.773
N 0.763516 -1.665992 0.006106 -2.635 -0.128 0.387
O 1.000318 1.882078 -0.000148 0.790 0.565 0.880
H -0.314925 3.569482 0.102809 0.730 2.763 0.052
H -3.368807 0.170752 -0.592269 -1.045 -0.911 -0.059
H -3.334318 -0.791153 0.949758 -1.117 0.416 1.952
H -3.144821 -1.830863 -0.407014 -1.160 1.773 -0.460
H 3.202210 -1.517219 -0.770724 1.066 -2.447 -2.250
H 3.509110 -0.990336 0.916213 -1.301 -0.515 -1.248
H 3.677730 0.152435 -0.238766 -1.276 -0.899 -0.881